8
Properties=species:S:1:pos:R:3:forces:R:3 method="wB97M-V/def2-TZVPD" energy_ev=-8061.5998 gap_ev=8.4 de_lowest_kj_mol=437.28
C -0.893187 -0.373717 -0.227210 0.8 0.4 0.7
N -1.606652 0.445311 -0.803547 -1.0 -2.3 0.2
N 0.510390 1.942414 0.203593 1.1 -0.7 0.4
N 1.008538 0.910393 0.329937 -0.4 0.9 -0.2
C 1.133092 -0.378849 0.396239 0.6 0.2 0.2
N -0.103855 -1.083660 0.406180 -0.2 0.0 -0.1
H -2.126804 -0.585832 -0.782930 -1.0 1.4 -1.1
H 2.078475 -0.876060 0.477736 0.1 0.1 0.0

=====

21
Properties=species:S:1:pos:R:3:forces:R:3 method="wB97M-V/def2-TZVPD" energy_ev=-12432.4174 gap_ev=8.8 de_lowest_kj_mol=254.16 smiles=NCN.O.O.O.O
N 0.828344 -1.144726 0.360758 -2.1 1.2 0.3
C 0.163120 0.269956 0.548645 -0.6 -1.0 -0.9
N -0.648290 1.016650 -0.524862 0.6 -1.6 2.3
H 0.157393 -1.936597 0.421408 0.9 1.3 -0.1
H 1.766255 -1.428902 0.141723 0.0 0.7 -0.3
H -0.576084 -0.003593 1.272689 -0.3 0.2 0.6
H 0.835583 1.068996 0.985138 -0.4 -1.3 -0.6
H 0.014107 1.397710 -1.123672 0.8 0.9 -1.7
H -1.457939 0.602171 -1.005549 1.0 -0.3 0.6
H 3.773434 -0.066686 -3.286241 -0.8 -0.3 -0.3
H 3.054162 0.313000 -2.068428 -0.8 -0.6 -0.7
O 2.861724 -0.126024 -2.932597 1.5 1.0 1.0
H 1.509691 2.664509 -2.613057 -0.2 1.3 0.0
H 1.455359 4.329260 -2.434019 -1.0 -2.9 -0.4
O 0.929261 3.459885 -2.599572 1.3 1.5 0.4
H -1.528592 -1.491309 4.606336 0.6 -1.2 -0.5
H -0.949203 -2.889351 3.933259 0.2 0.6 0.6
O -1.619012 -2.200382 3.935661 -0.9 0.7 -0.1
H -3.406310 -1.408535 1.645566 0.2 0.8 -3.2
H -3.939887 -1.340931 0.065025 0.2 -0.1 0.9
O -3.223108 -1.085109 0.671779 -0.3 -0.7 2.3

=====

19
Properties=species:S:1:pos:R:3:forces:R:3 method="wB97M-V/def2-TZVPD" energy_ev=-8358.6784 gap_ev=10.1 de_lowest_kj_mol=140.66 smiles="C=CCCNCN"
C -0.295455 0.260467 -0.858917 0.2 -0.1 0.3
C 0.100970 -1.202088 -1.065697 -0.7 -0.5 0.7
C 1.202495 -1.596750 -0.122606 0.8 0.5 -0.4
C 2.329877 -2.204886 -0.479511 -0.4 0.4 0.0
N -1.376650 0.392005 0.124635 0.3 0.3 0.4
C -1.475207 1.740109 0.654971 -0.8 -0.6 -0.1
N -0.291752 2.173020 1.398976 0.1 0.2 0.1
H 0.614413 0.784372 -0.537480 -0.2 0.2 -0.1
H -0.678706 0.736935 -1.759779 0.2 -0.1 -0.2
H 0.343275 -1.462597 -2.089770 0.2 0.2 -0.2
H -0.775923 -1.803737 -0.813075 -0.2 -0.1 -0.1
H 1.165731 -1.165828 0.877355 -0.2 -0.2 0.0
H 3.166569 -2.267555 0.197674 0.0 -0.3 0.1
H 2.474442 -2.538627 -1.496529 0.1 -0.1 -0.1
H -1.271404 -0.232640 0.918461 0.2 -0.2 -0.2
H -1.677559 2.383625 -0.206466 0.3 0.3 0.2
H -2.376399 1.744846 1.284734 0.0 0.1 -0.1
H -0.007546 1.432436 2.033543 0.0 -0.1 -0.1
H -0.546835 2.947420 2.005225 0.1 0.1 -0.2

=====

Number 1: HOMO -8.051 eV, LUMO level 0.38 eV, largest force on an atom 0.0499 Eh/bohr. Number 2: HOMO -8.328 eV, LUMO level 0.50 eV, largest force on an atom 0.0646 Eh/bohr. Number 3: HOMO -8.929 eV, LUMO level 1.12 eV, largest force on an atom 0.0215 Eh/bohr.